w:
Density functional theory data (ωB97M-V/def2-TZVPD) for a structure of composition CH3NSSi.

Structure (ORCA input):
```
! RIJCOSX wB97M-V def2-TZVPD def2/J DEFGRID3
* xyz 0 1
N -0.74 -0.05 0.03
C -1.95 -0.17 0.12
S -3.55 -0.13 0.04
H 1.28 -1.05 -0.94
H 1.70 1.24 -0.66
H 1.68 0.14 1.40
Si 1.58 0.02 0.00
*
```

Values from the calculation:
- HOMO: -8.073 eV
- Frontier orbital gap: 6.47 eV

---

x:
Density functional theory data (ωB97M-V/def2-TZVPD) for a cluster of 2 separate species, CH3NSSi in total.

Structure (ORCA input):
```
! RIJCOSX wB97M-V def2-TZVPD def2/J DEFGRID3
* xyz 0 1
H -0.19 -0.34 -1.77
Si 0.69 0.36 -0.77
H 1.44 -0.33 0.30
N -1.81 -1.55 1.98
C -1.55 -0.76 1.22
S -0.52 1.73 0.34
H 1.94 0.89 -1.31
*
```

Values from the calculation:
- HOMO (alpha / beta): -11.074 / -10.904 eV
- Frontier orbital gap (alpha / beta): 6.75 / 6.54 eV

---

Relative calculated energies, zero for the most stable structure, unit hartree: w 0.0000; x 0.0990.

---

w:
Density functional theory data (ωB97M-V/def2-TZVPD) for a cluster of 2 separate species, C3H7BrNO in total.

Structure (ORCA input):
```
! RIJCOSX wB97M-V def2-TZVPD def2/J DEFGRID3
* xyz 1 1
H -0.26 1.09 -2.28
C 0.10 0.68 -1.36
H -4.21 -1.43 0.84
H 1.90 -0.88 0.56
N 1.40 0.53 -1.04
C 1.47 0.09 0.37
H -0.35 0.82 1.67
Br -2.92 -2.00 0.47
H -0.50 -1.00 1.03
O -0.77 0.51 -0.43
H 2.16 0.67 -1.60
H 2.04 0.85 0.96
C -0.05 0.07 0.82
*
```

Values from the calculation:
- HOMO: -14.109 eV
- Frontier orbital gap: 9.76 eV

---

x:
Density functional theory data (ωB97M-V/def2-TZVPD) for the ion C3H7BrNO with charge +1.

Structure (ORCA input):
```
! RIJCOSX wB97M-V def2-TZVPD def2/J DEFGRID3
* xyz 1 1
C 1.56 -0.65 -0.74
H -1.76 -0.61 0.62
H -1.40 -0.23 -0.88
H 0.88 -1.16 1.07
N 0.40 -0.99 0.10
H 1.12 -0.15 -1.67
H -1.76 1.66 -0.10
O 0.20 1.83 -0.28
H -0.79 1.45 1.39
C -0.94 -0.27 0.03
Br 3.06 -0.25 0.15
H 0.23 -1.91 -0.04
C -0.81 1.28 0.33
*
```

Values from the calculation:
- HOMO (alpha / beta): -15.242 / -13.511 eV
- Frontier orbital gap (alpha / beta): 9.85 / 7.37 eV

---

Relative calculated energies, zero for the most stable structure, unit hartree: w 0.0000; x 0.1767.

---

w:
Density functional theory data (ωB97M-V/def2-TZVPD) for an isolated molecule of C2H2FN.

Structure (ORCA input):
```
! RIJCOSX wB97M-V def2-TZVPD def2/J DEFGRID3
* xyz 0 1
N -2.00 -0.59 0.02
H 0.51 0.70 0.93
F 1.25 -0.88 -0.02
C -0.92 -0.31 -0.13
C 0.47 0.18 0.01
H 0.70 0.90 -0.81
*
```

Values from the calculation:
- HOMO: -12.288 eV
- SMILES: N#CCF
- Frontier orbital gap: 13.00 eV

---

x:
Density functional theory data (ωB97M-V/def2-TZVPD) for an isolated molecule of C2H2FN.

Structure (ORCA input):
```
! RIJCOSX wB97M-V def2-TZVPD def2/J DEFGRID3
* xyz 0 1
C 0.83 -0.50 -0.15
C -1.38 0.82 -0.11
F 1.97 0.15 0.14
H -2.04 0.87 0.74
N -0.32 0.14 -0.05
H 0.93 -1.48 -0.58
*
```

Values from the calculation:
- HOMO: -8.271 eV
- Frontier orbital gap: 9.04 eV

---

Relative calculated energies, zero for the most stable structure, unit hartree: w 0.0000; x 0.0804.

---

w:
Density functional theory data (ωB97M-V/def2-TZVPD) for a cluster of 7 separate species, C8H31O7 in total.

Structure (ORCA input):
```
! RIJCOSX wB97M-V def2-TZVPD def2/J DEFGRID3
* xyz 1 1
H -2.25 -4.17 -0.18
H -2.02 -0.65 2.92
H 3.87 1.46 0.23
H -0.58 -3.60 0.14
H 2.85 2.58 2.03
C 2.21 2.40 -0.75
H -3.13 2.33 1.50
H 2.48 2.04 -1.81
H -0.09 -0.63 -0.57
O -1.78 -2.12 -0.71
H -2.51 0.87 1.15
H -0.99 2.06 -3.39
H -2.71 -2.11 -0.41
C 2.30 1.57 1.73
H 2.36 -1.54 -0.20
H 1.86 -3.81 0.84
H 1.18 2.51 -0.60
H -1.24 -3.63 -1.71
H -2.22 -0.24 -3.77
H 1.20 1.41 1.59
C -1.41 -3.48 -0.61
O -0.15 0.18 2.27
H -1.32 0.93 3.94
C 2.30 -3.40 -0.13
O -0.98 1.14 -2.96
O -1.63 2.29 0.25
H 2.05 -3.93 -1.02
C 2.73 1.39 0.23
H -2.85 1.36 -3.90
H -3.07 0.40 -2.40
C -2.77 1.76 0.69
H -0.43 -0.76 3.80
H 3.40 -0.27 -0.66
H 2.49 3.55 -0.56
H 3.31 -2.92 -0.23
H -0.34 0.53 -1.51
C -1.07 -0.13 3.32
O -0.10 0.23 -0.58
H -3.46 1.59 -0.15
O 2.42 0.05 -0.23
H -0.51 0.40 0.26
H 2.51 0.61 2.22
C -2.30 0.61 -3.30
O 1.60 -2.07 -0.14
H -1.79 3.09 0.61
H 0.57 0.10 2.77
*
```

Values from the calculation:
- HOMO: -12.782 eV
- Frontier orbital gap: 10.54 eV

---

x:
Density functional theory data (ωB97M-V/def2-TZVPD) for a cluster of 7 separate species, C8H31O7 in total.

Structure (ORCA input):
```
! RIJCOSX wB97M-V def2-TZVPD def2/J DEFGRID3
* xyz 1 1
O -1.35 -1.20 0.91
H -1.91 1.23 2.98
H -0.56 3.43 0.69
H 0.11 -3.57 -1.45
C -1.19 -1.77 2.13
H 0.28 0.90 0.10
H 1.00 0.43 -1.33
C 3.05 -0.87 0.54
H -0.25 -2.60 2.14
O 1.94 0.97 -2.83
C -3.83 -1.00 -1.06
H -0.23 -0.41 -0.94
C 0.39 -2.93 -2.29
H 1.78 1.32 -3.65
C -0.22 2.29 2.32
H -2.09 -2.41 2.23
C -1.68 2.02 2.31
H 3.17 0.17 0.81
O -0.42 -1.84 -2.15
H -0.07 -3.51 -3.10
H -1.97 1.67 1.36
O 2.52 -1.30 -0.62
H 1.25 3.41 1.27
H 3.13 -2.06 -0.75
C 0.16 3.44 1.56
H 1.47 -2.43 -2.70
H -1.18 -2.01 -2.72
O 0.58 1.14 1.85
H 0.05 2.53 3.22
H -2.33 -1.38 0.70
H 0.89 0.68 2.67
H -4.45 -1.46 -1.88
H -2.64 -0.71 -1.32
H 3.82 0.75 -2.06
H -4.74 -1.87 0.34
O -3.90 -1.56 0.16
H -2.11 2.99 2.40
O 0.18 0.48 -0.75
H -1.23 -0.80 3.00
H 2.50 -0.94 1.30
H 3.63 2.07 -3.52
H -4.24 0.01 -1.10
C 3.19 1.56 -2.47
H 3.19 2.19 -1.40
H 0.14 4.24 2.23
H 4.13 -1.27 0.89
*
```

Values from the calculation:
- HOMO: -12.621 eV
- Frontier orbital gap: 10.51 eV

---

Relative calculated energies, zero for the most stable structure, unit hartree: w 0.0180; x 0.0000.

---

w:
Density functional theory data (ωB97M-V/def2-TZVPD) for a cluster of 12 separate species, C7H36O11 in total.

Structure (ORCA input):
```
! RIJCOSX wB97M-V def2-TZVPD def2/J DEFGRID3
* xyz 0 1
H -3.20 1.10 -0.48
H 3.64 2.76 0.39
H -2.96 0.72 -3.98
H 2.76 -1.83 -3.77
H 1.76 -2.93 1.17
C -1.31 0.15 1.60
H -0.68 -3.78 1.67
O -0.82 -3.13 -0.77
H -2.10 0.36 2.33
H 4.37 -2.44 -0.19
O 2.84 -2.10 -2.85
H 0.05 -3.52 -0.63
H 4.19 -1.61 -1.42
H -1.17 -1.04 -0.09
O -3.68 1.29 2.33
C 0.66 1.07 2.92
C -1.85 0.80 -2.14
H 2.32 -1.45 -2.28
O 3.15 0.18 0.81
O 2.59 -2.92 1.62
H -4.40 0.82 2.24
H -3.83 1.67 -2.75
H 0.92 3.30 -2.40
C -0.03 0.48 1.74
O -1.61 -3.99 1.47
H 0.75 0.06 1.10
H -3.92 2.16 2.07
O -1.80 3.44 1.14
O 4.66 -1.66 -0.62
H 3.30 -0.56 1.45
H -1.28 1.67 -2.52
H -2.13 2.44 0.97
H -1.26 -0.25 -2.10
O 1.34 2.36 -2.24
O 2.78 3.17 0.46
C -1.91 -0.48 0.37
H 0.35 2.20 2.95
H -2.77 -1.21 0.56
O 1.36 -0.46 -1.33
H 3.29 -2.95 0.98
H -1.45 -3.55 -0.27
C -2.15 0.85 -0.55
H 2.17 2.64 0.94
H 3.66 -0.21 0.08
H 1.19 0.37 -1.78
H 1.78 1.05 2.89
H 0.53 0.58 3.93
H -0.91 3.51 1.09
C -3.25 0.83 -2.87
H -1.46 1.69 -0.19
H 1.31 2.72 -1.26
H -3.88 -0.06 -2.52
H -2.26 -3.48 1.88
H 0.41 -0.82 -1.14
*
```

Values from the calculation:
- HOMO: -8.819 eV
- SMILES: C/C=C/CCCC.O.O.O.O.O.O.O.O.O.O.O
- Frontier orbital gap: 8.83 eV

---

x:
Density functional theory data (ωB97M-V/def2-TZVPD) for a cluster of 11 separate species, C7H36O11 in total.

Structure (ORCA input):
```
! RIJCOSX wB97M-V def2-TZVPD def2/J DEFGRID3
* xyz 0 1
O 0.73 3.14 -1.33
C 1.51 0.20 4.37
H 2.21 -1.90 0.54
H 0.44 3.24 -3.47
H -1.19 -4.31 -1.06
H -3.87 0.09 -2.47
H 0.47 -0.12 4.52
O -1.74 3.29 1.70
H 1.56 -2.90 1.55
H -2.62 1.08 1.61
H 1.18 -1.11 -3.18
H -0.20 3.24 3.14
C -0.44 2.96 2.11
O 2.51 1.71 0.36
H -1.61 -1.94 -2.48
O 1.74 0.34 2.99
H -3.22 1.40 -1.38
H 2.22 -0.48 4.89
H 1.95 2.47 -2.80
H 1.97 2.50 0.16
O 1.61 -2.01 1.29
H 0.91 0.64 -0.13
H -3.39 -0.28 -0.78
H 1.62 -0.58 2.65
H -2.29 -2.90 -0.71
H -0.51 -2.69 -0.63
H -3.35 0.29 3.05
C -2.64 0.14 2.21
C 1.48 -2.05 -3.68
C -1.36 -3.26 -1.15
H 0.93 -2.18 -4.61
H 0.49 -3.54 -2.87
C 0.88 2.62 -2.70
H 2.52 -1.97 -3.97
O -1.91 -0.10 -2.12
O -3.03 -0.96 1.40
H 0.34 -0.71 0.55
H 3.82 -0.18 -0.14
H -0.21 3.33 -1.19
H 2.31 1.52 1.28
H 3.51 -1.15 -1.27
H 1.59 1.21 4.85
O 3.68 -1.12 -0.33
H -0.17 1.88 1.98
H 0.31 3.52 1.54
O 1.40 -3.22 -2.90
H -2.30 3.53 2.44
O -1.31 -2.87 -2.50
C -3.21 0.35 -1.64
H 0.36 1.65 -2.73
H -2.89 -1.78 1.86
H -1.38 0.07 -1.35
H -1.61 -0.01 2.61
O 0.18 -0.02 -0.10
*
```

Values from the calculation:
- HOMO: -9.613 eV
- SMILES: CO.CO.CO.CO.CO.CO.CO.O.O.O.O
- Frontier orbital gap: 9.97 eV

---

Relative calculated energies, zero for the most stable structure, unit hartree: w 0.0843; x 0.0000.